Entry 1:
This record from the Open Molecules 2025 dataset describes C7H9F12N2NiO12S5 as an isolated structure in a non-equilibrium geometry. The level of theory is ωB97M-V/def2-TZVPD.

```
! RIJCOSX wB97M-V def2-TZVPD def2/J DEFGRID3
* xyz -1 3
Ni -12.18674 -4.56788 -1.45632
C -11.43180 -3.92456 -5.66874
F -10.49222 -4.84121 -5.43567
F -11.38289 -3.17717 -6.83292
F -12.56325 -4.62119 -5.62450
S -11.45395 -2.84574 -4.16552
O -10.79087 -1.57959 -4.53644
O -12.79934 -2.66862 -3.66756
N -10.86192 -3.90134 -2.80621
S -9.34341 -3.36602 -2.86452
O -8.61098 -3.80451 -4.06084
O -9.19631 -1.95060 -2.47067
C -8.59223 -4.31506 -1.35988
F -9.43711 -4.20370 -0.39982
F -8.49682 -5.56271 -1.84466
F -7.35717 -3.95377 -1.04134
C -10.08835 -7.27156 1.03757
F -9.42432 -7.89309 0.11214
F -9.98087 -8.01270 2.10226
F -9.47378 -6.15081 1.29153
S -12.05217 -7.04387 0.58170
O -12.57289 -8.37619 0.91371
O -12.56184 -5.95360 1.40010
N -12.19603 -6.50267 -1.07115
S -12.21385 -7.75887 -1.95147
O -11.83813 -7.23672 -3.28162
O -11.47948 -8.96048 -1.51895
C -14.07107 -8.40142 -2.06815
F -14.20023 -9.00576 -3.28145
F -14.32285 -9.24134 -1.09828
F -14.96952 -7.36670 -1.92888
O -12.21088 -3.28657 0.03078
H -12.55877 -3.20860 0.94041
O -16.07700 -2.96461 -0.40562
S -15.48974 -4.33126 -0.63567
O -14.31108 -4.59828 -1.54703
O -15.14856 -5.00180 0.79978
C -15.35552 -4.18284 1.94633
C -16.63712 -4.61871 2.62357
C -16.87033 -5.42711 -1.04388
H -15.20748 -3.10760 1.84610
H -14.52526 -4.54837 2.55061
H -17.52366 -4.64612 1.99001
H -16.77074 -3.80629 3.33786
H -16.47985 -5.53475 3.19298
H -16.75632 -6.36618 -0.50236
H -16.87831 -5.51738 -2.13011
H -17.77656 -4.91556 -0.71960
*
```

Computed properties:
F_max = 0.1330 Eh/bohr
HOMO-LUMO gap (alpha / beta) = 8.737 / 8.481 eV
Expectation value of S² = 2.01

Partial atomic charges computed with the natural (NBO) method, in multiples of e: 1.537 0.763 -0.279 -0.303 -0.303 2.066 -0.839 -0.921 -1.232 2.111 -0.922 -0.914 0.775 -0.283 -0.330 -0.307 0.816 -0.300 -0.309 -0.305 2.077 -0.888 -0.907 -1.247 2.166 -0.923 -0.897 0.764 -0.315 -0.293 -0.344 -1.217 0.457 -0.890 2.299 -0.946 -0.688 -0.092 -0.635 -0.845 0.221 0.213 0.208 0.212 0.217 0.264 0.254 0.248

Entry 2:
This record from the Open Molecules 2025 dataset describes C19H14BeO4PS3 as an isolated structure. The level of theory is ωB97M-V/def2-TZVPD.

```
! RIJCOSX wB97M-V def2-TZVPD def2/J DEFGRID3
* xyz -1 1
Be 1.57237 -0.85143 -1.06834
O 4.96220 -2.15721 -1.34341
C 4.03165 -1.66181 -0.74323
O 2.81078 -1.69547 -1.18733
C 4.29014 -1.06366 0.63665
C 5.56745 -1.29958 1.13824
C 5.94610 -0.90358 2.40940
C 5.03959 -0.23061 3.21225
C 3.78156 0.06046 2.71559
C 3.38598 -0.35966 1.44370
S 1.70962 0.08576 1.11061
H 6.25403 -1.82300 0.48814
H 6.94711 -1.11130 2.76622
H 5.31744 0.09839 4.20589
H 3.08886 0.64662 3.30695
S -0.88690 1.27627 -3.40214
P -1.36872 0.13488 -1.89647
S -0.26747 -1.57639 -1.59373
C -3.10080 -0.44139 -2.00806
C -4.07507 0.52500 -2.25897
C -5.41108 0.17212 -2.33211
C -5.79116 -1.15574 -2.16625
C -4.82747 -2.12124 -1.92636
C -3.48501 -1.76482 -1.84375
C -1.38963 1.02562 -0.30587
C -1.88657 0.39193 0.83254
C -1.91841 1.06014 2.04504
C -1.44172 2.36378 2.12955
C -0.93676 2.99067 1.00152
C -0.91588 2.32611 -0.21819
H -3.77281 1.55476 -2.40873
H -6.15851 0.93154 -2.52506
H -6.83623 -1.43324 -2.22820
H -5.11624 -3.15737 -1.80115
H -2.73493 -2.52069 -1.65102
H -2.23395 -0.63298 0.76814
H -2.30057 0.56177 2.92726
H -1.45485 2.88420 3.07934
H -0.54136 3.99601 1.06972
H -0.50227 2.79317 -1.10299
O 1.74544 0.62574 -0.47825
O 2.90404 1.45627 -0.79716
*
```

Computed properties:
F_max = 0.0077 Eh/bohr
Energy above the lowest of the compared OMol25 structures with the same formula, charge and spin = 1.5785 eV
HOMO-LUMO gap = 7.731 eV

Partial atomic charges computed with the natural (NBO) method, in multiples of e: 1.606 -0.626 0.807 -0.986 -0.148 -0.158 -0.226 -0.228 -0.167 -0.192 0.524 0.242 0.205 0.204 0.208 -0.598 1.160 -0.784 -0.284 -0.209 -0.219 -0.212 -0.220 -0.225 -0.423 -0.134 -0.243 -0.209 -0.203 -0.178 0.233 0.207 0.204 0.207 0.235 0.213 0.206 0.204 0.210 0.252 -0.675 -0.579

Entry 3:
This record from the Open Molecules 2025 dataset describes a 15-piece molecular cluster, C46H126N4O19 overall in a non-equilibrium geometry. The level of theory is ωB97M-V/def2-TZVPD.

```
! RIJCOSX wB97M-V def2-TZVPD def2/J DEFGRID3
* xyz 0 1
C -4.60493 -4.28874 0.78796
C -4.15034 -4.70623 2.22409
O -3.95341 -6.08255 2.28857
H -4.55134 -3.20504 0.68390
H -5.61810 -4.61199 0.54901
H -3.94988 -4.63973 -0.00943
H -4.88975 -4.37519 2.95334
H -3.16400 -4.31348 2.47105
H -4.84147 -6.41789 2.14545
C -3.97920 2.76358 -0.30451
C -5.11427 3.13009 0.61354
O -5.86775 1.95120 0.75838
H -3.33384 2.02059 0.16407
H -3.30860 3.61482 -0.42187
H -4.30058 2.47223 -1.30447
H -5.65149 3.95769 0.15033
H -4.83683 3.46790 1.61204
H -6.64541 2.08938 1.30404
C -0.28390 6.26194 -5.50970
C -1.19447 7.41203 -5.14072
O -2.58931 6.97905 -5.21345
H -0.74459 5.65285 -6.28745
H -0.06870 5.53937 -4.72250
H 0.71074 6.50328 -5.88457
H -0.99934 8.34370 -5.67177
H -0.93734 7.82206 -4.16407
H -2.79277 6.65265 -6.09303
C -1.53817 -0.94669 -2.83693
C -0.43053 0.03874 -3.10961
O 0.14024 -0.17703 -4.39731
H -2.21106 -1.00570 -3.69240
H -2.06416 -0.69198 -1.91684
H -1.11271 -1.94655 -2.75117
H 0.39686 0.03068 -2.40006
H -0.67736 1.10004 -3.13832
H 0.79100 0.50703 -4.57105
C 3.91308 5.63463 -0.25876
C 5.39174 5.14780 -0.25346
O 5.60762 4.26238 -1.38666
H 3.66667 6.30260 0.56659
H 3.22805 4.78685 -0.26836
H 3.65660 6.30954 -1.07534
H 5.57407 4.59316 0.66699
H 6.15033 5.92507 -0.34567
H 5.91934 4.77276 -2.13762
C -3.82091 3.68698 -5.52634
C -4.10892 2.37178 -4.81602
O -5.32094 2.51173 -4.08684
H -2.86250 3.70204 -6.04532
H -3.80085 4.48889 -4.78836
H -4.63381 3.86380 -6.23064
H -3.34186 2.12703 -4.08130
H -4.19819 1.61323 -5.59368
H -5.43799 1.66556 -3.64877
C 1.81491 6.97732 -2.73853
C 2.52736 8.34281 -3.07336
O 3.90455 8.24917 -2.89114
H 2.31475 6.10946 -3.16877
H 0.75339 7.01856 -2.98257
H 1.80704 6.82081 -1.65985
H 2.03836 9.07546 -2.43131
H 2.26669 8.56682 -4.10775
H 4.17468 8.99050 -3.43800
C 2.44778 2.68294 -3.49876
C 2.53142 2.69926 -5.05012
O 1.75012 1.65787 -5.63963
H 1.39779 2.73155 -3.21023
H 2.96297 3.52727 -3.04073
H 2.86158 1.75969 -3.09319
H 3.51936 2.66669 -5.50948
H 2.07248 3.64983 -5.32197
H 1.66379 1.84425 -6.57740
C 6.57182 0.75570 -0.11102
C 5.28395 1.30720 0.51990
O 4.49472 1.69795 -0.60857
H 6.42510 0.11772 -0.98254
H 7.18887 0.16390 0.56511
H 7.15251 1.64221 -0.36592
H 5.53098 2.18450 1.11775
H 4.77528 0.63163 1.20763
H 5.01687 2.36580 -1.05906
C 4.93131 -2.75171 0.95130
C 5.96927 -3.36282 1.89008
O 5.33034 -4.36358 2.62336
H 5.18011 -1.72918 0.66735
H 3.97058 -2.73293 1.46582
H 4.77035 -3.43305 0.11585
H 6.48458 -2.66033 2.54511
H 6.77332 -3.81149 1.30671
H 5.94780 -4.71635 3.26826
C -4.49191 6.56796 -0.50578
C -4.21479 6.37075 -1.99963
O -3.00947 6.97002 -2.50778
H -4.49040 7.64346 -0.32856
H -3.69151 6.21110 0.14237
H -5.46564 6.11729 -0.31384
H -5.12446 6.60589 -2.55217
H -4.17058 5.30283 -2.21341
H -2.97785 6.89683 -3.46447
C -1.33586 -2.66622 4.78534
O -0.53453 -3.77363 5.25092
C 0.66434 -3.89588 4.51295
C 1.74868 -4.76967 5.18768
N 1.27685 -6.14563 5.28354
C 2.33234 -6.94138 5.84246
C 1.89730 -8.34341 6.08332
O 0.85740 -8.35673 7.06909
C 0.27992 -9.65691 7.23559
H -2.23860 -2.62866 5.39506
H -1.71738 -2.83391 3.77815
H -0.84020 -1.69574 4.80970
H 1.08706 -2.90106 4.37249
H 0.36659 -4.36633 3.57588
H 1.99215 -4.39486 6.18183
H 2.62341 -4.66985 4.54504
H 0.53223 -6.21879 5.96199
H 2.78858 -6.52606 6.74104
H 3.12479 -6.93687 5.09406
H 2.77269 -8.89737 6.42230
H 1.51206 -8.71980 5.13569
H 0.00818 -10.13664 6.29531
H -0.58966 -9.65783 7.89279
H 1.04636 -10.25019 7.73425
C -0.80395 -2.63379 0.46118
O -0.00750 -1.52338 0.06499
C 0.70276 -1.04554 1.21176
C 1.57600 0.17149 0.78232
N 0.82513 1.41247 0.48651
C 1.52827 2.48103 -0.11211
C 0.55268 3.52129 -0.56911
O -0.49965 2.95927 -1.34713
C -1.19489 3.92449 -2.13965
H -1.53984 -2.30236 1.19378
H -0.30289 -3.53873 0.80488
H -1.38363 -2.89118 -0.42529
H 1.40606 -1.81334 1.53417
H 0.10976 -0.85589 2.10646
H 2.17462 -0.09955 -0.08732
H 2.24690 0.36146 1.62012
H 0.02407 1.07974 -0.03088
H 1.97732 2.11764 -1.03646
H 2.27062 2.98854 0.50387
H 1.12431 4.19147 -1.21113
H 0.26808 4.17593 0.25463
H -1.63314 4.76130 -1.59577
H -2.04017 3.47086 -2.65715
H -0.56528 4.28016 -2.95523
C 4.05586 4.06450 3.62682
O 2.63010 4.19470 3.49103
C 1.90036 2.97439 3.82561
C 0.44067 3.18384 3.33438
N -0.28146 1.92703 3.22775
C -1.67872 2.18381 2.88027
C -2.56281 0.94950 3.21940
O -2.53658 0.53331 4.60584
C -3.25042 1.41513 5.47319
H 4.52709 5.00624 3.34548
H 4.45324 3.23580 3.04077
H 4.23609 3.96348 4.69706
H 1.96997 2.80206 4.89965
H 2.30719 2.04778 3.42066
H 0.47203 3.69539 2.37239
H -0.06353 3.83960 4.04420
H 0.17139 1.42447 2.47778
H -1.88848 2.47538 1.85116
H -1.97969 3.06935 3.44005
H -2.27531 0.08978 2.61416
H -3.60378 1.12588 2.94852
H -3.61313 0.88206 6.35204
H -4.07458 1.84096 4.90089
H -2.61458 2.22204 5.83747
C -3.12627 -4.94052 -4.25061
O -2.89954 -5.91602 -3.19662
C -1.87854 -5.49781 -2.29541
C -1.94542 -6.39833 -1.09672
N -1.23983 -7.63483 -1.36579
C -1.19570 -8.52935 -0.14485
C -0.52478 -9.78862 -0.65174
O -1.33332 -10.33707 -1.71290
C -0.61914 -11.40541 -2.32716
H -3.84141 -4.19773 -3.89715
H -3.54944 -5.51314 -5.07593
H -2.23144 -4.37256 -4.50515
H -2.16554 -4.52159 -1.90459
H -0.85178 -5.38486 -2.64340
H -2.97186 -6.53038 -0.75455
H -1.36457 -5.84213 -0.36094
H -1.55190 -8.13386 -2.18657
H -2.18989 -8.78970 0.21832
H -0.68762 -8.08648 0.71178
H -0.58716 -10.48930 0.18086
H 0.49877 -9.64178 -0.99655
H 0.07888 -11.04089 -3.08082
H -1.21722 -12.13235 -2.87666
H -0.00146 -11.86127 -1.55335
*
```

Computed properties:
F_max = 0.0657 Eh/bohr
Energy above the lowest of the compared OMol25 structures with the same formula, charge and spin = 0.6761 eV
HOMO-LUMO gap = 8.422 eV

Mulliken population analysis, charges in e, atoms 1 to 99: -0.926 0.117 -0.531 0.341 0.410 0.085 0.362 -0.163 0.306 0.070 -0.586 -0.594 0.007 -0.110 0.213 0.403 0.286 0.312 -0.393 -0.399 -0.688 0.456 -0.316 0.406 0.319 0.262 0.326 -1.291 1.141 -0.681 0.534 0.276 0.197 0.065 -0.566 0.380 -0.054 -0.499 -0.560 0.474 -0.116 -0.289 0.109 0.496 0.274 -0.942 0.311 -0.594 0.322 0.004 0.435 -0.161 0.366 0.316 -0.564 -0.806 -0.478 0.382 0.023 0.397 0.278 0.418 0.331 -0.201 -0.473 -0.542 -0.280 0.201 0.392 0.387 0.155 0.275 -1.528 0.238 -0.127 0.301 0.358 0.454 -0.098 0.380 0.084 -0.289 -0.412 -0.465 -0.033 -0.042 0.363 0.338 0.298 0.273 -1.268 0.283 -0.566 0.423 0.224 0.278 0.523 -0.079 0.344